A 2-piece molecular cluster, C6H13NS overall. Source: OMol25; level of theory: wB97M-V/def2-TZVPD.

## Properties
Spin multiplicity = 1
ΔE to the lowest compared entry with this formula, charge and spin = 72.9 kcal per mole
LUMO energy = 0.9 eV
Calculated total energy = -689.23781 hartree
Charge = 0
SMILES string = C=NSC1(C)CC1.C
HOMO-LUMO gap = 0.345 hartree

Last column: Löwdin charge in e.
Geometry (Å):
1 C -3.713 -1.071 -0.743  -0.1581
2 N -2.763 -0.330 -0.463  -0.4169
3 S -1.296 -0.775 0.219  0.9299
4 C -0.313 0.770 0.195  -0.7229
5 C 0.403 1.059 1.530  -0.0874
6 C 0.289 1.174 -1.188  -0.1554
7 C -0.907 1.967 -0.574  -0.1094
8 H -3.649 -2.154 -0.447  0.0847
9 H -4.489 -0.468 -1.177  0.0651
10 H 0.680 0.177 2.083  0.0600
11 H -0.305 1.573 2.158  0.0739
12 H 1.227 1.652 1.212  0.0701
13 H 0.080 0.546 -1.991  0.0592
14 H 1.281 1.673 -1.346  0.1143
15 H -0.459 2.933 -0.272  0.1126
16 H -1.891 1.618 -1.001  0.0882
17 C 2.245 -1.623 -0.362  -0.0392
18 H 1.449 -0.912 -0.264  -0.0585
19 H 1.755 -2.667 -0.108  0.0706
20 H 2.979 -1.492 0.413  0.0067
21 H 2.720 -1.539 -1.322  0.0124

---

C15H21N3O5W as an isolated structure. Source: OMol25; level of theory: wB97M-V/def2-TZVPD.

## Properties
Spin multiplicity = 1
ΔE to the lowest compared entry with this formula, charge and spin = 31.7 kcal per mole
LUMO energy = -17.5 eV
Calculated total energy = -1190.00634 hartree
Charge = +4
HOMO-LUMO gap = 0.238 hartree

Last column: Löwdin charge in e.
Geometry (Å):
1 W 0.722 0.202 0.301  2.0860
2 O 1.227 -0.451 2.400  0.0765
3 C 1.053 -1.531 1.792  -0.4147
4 O 1.654 -1.534 0.613  -0.0521
5 C -0.264 -2.328 1.880  -0.0089
6 C -0.520 -2.738 0.419  -0.0852
7 C -1.825 -3.414 0.114  -0.0346
8 C -2.879 -2.299 0.253  -0.0421
9 C -2.081 -1.118 0.729  -0.1286
10 O -0.755 -1.225 -0.092  -0.2163
11 C -1.504 -1.364 2.157  -0.0425
12 C -1.245 -0.099 2.903  0.0294
13 O -1.164 0.565 3.788  0.4756
14 O -0.511 1.009 1.098  -0.2743
15 H -0.270 -3.140 2.612  0.2084
16 H 0.340 -3.139 -0.103  0.1787
17 H -1.807 -3.830 -0.891  0.1581
18 H -1.970 -4.247 0.807  0.1696
19 H -3.365 -2.068 -0.694  0.1591
20 H -3.666 -2.529 0.974  0.1656
21 H -2.514 -0.142 0.528  0.1785
22 H -2.219 -1.847 2.840  0.2160
23 C 4.050 2.938 -0.209  -0.1095
24 C 2.780 3.079 0.606  -0.0606
25 N 1.651 2.245 -0.050  -0.0028
26 C 1.878 1.799 -1.394  -0.3392
27 N 1.008 0.754 -1.566  -0.0994
28 C 1.047 0.057 -2.903  -0.0961
29 C 2.482 0.078 -3.404  -0.1074
30 C 3.000 1.505 -3.497  -0.0291
31 N 2.807 2.187 -2.176  0.0686
32 C 3.776 3.221 -1.682  -0.0273
33 H 4.505 1.950 -0.096  0.1412
34 H 4.775 3.659 0.174  0.1625
35 H 2.416 4.107 0.584  0.1541
36 H 2.878 2.764 1.642  0.1423
37 H 0.806 2.828 -0.053  0.1681
38 H 0.384 0.635 -3.552  0.1575
39 H 0.635 -0.944 -2.801  0.1315
40 H 2.524 -0.390 -4.389  0.1603
41 H 3.129 -0.511 -2.746  0.1393
42 H 2.483 2.104 -4.249  0.1673
43 H 4.067 1.533 -3.708  0.1563
44 H 3.343 4.208 -1.858  0.1650
45 H 4.672 3.124 -2.289  0.1551

---

C19H27GaN7O6 as an isolated structure. Source: OMol25; level of theory: wB97M-V/def2-TZVPD.

## Properties
Spin multiplicity = 1
ΔE to the lowest compared entry with this formula, charge and spin = 36.2 kcal per mole
LUMO energy (alpha / beta) = -4.5 / -4.5 eV
Calculated total energy = -3499.23024 hartree
Charge = +1
HOMO-LUMO gap (alpha / beta) = 0.217 / 0.219 hartree

Last column: Löwdin charge in e.
Geometry (Å):
1 O 2.073 1.405 -3.545  -0.0812
2 H 2.687 1.263 -4.296  0.1096
3 Ga 0.945 0.733 -1.518  0.2588
4 N 0.509 -1.179 -1.160  -0.1777
5 N -0.307 0.456 -2.993  -0.1380
6 N 1.553 1.059 0.346  -0.0407
7 N 0.939 2.676 -1.488  0.0020
8 O 0.747 -1.825 -0.052  -0.1653
9 O 1.477 0.165 1.359  0.0268
10 O 0.419 3.443 -2.487  0.0396
11 O -0.743 1.379 -3.769  -0.1046
12 C -0.659 -0.839 -3.168  -0.2275
13 C -0.242 -1.736 -2.145  -0.2365
14 C 1.826 2.334 0.627  -0.2171
15 C 1.509 3.256 -0.431  -0.1965
16 C -0.670 -3.146 -2.003  -0.0021
17 H -1.616 -3.207 -1.445  0.1023
18 H 0.094 -3.715 -1.462  0.0924
19 H -0.823 -3.593 -2.990  0.0865
20 C -1.494 -1.163 -4.349  -0.0045
21 H -0.941 -0.936 -5.269  0.1022
22 H -2.410 -0.562 -4.343  0.1003
23 H -1.758 -2.223 -4.352  0.0766
24 C 2.225 2.692 2.007  0.0186
25 C 1.686 4.727 -0.338  0.0250
26 H 2.979 1.988 2.376  0.1065
27 H 1.358 2.662 2.683  0.1129
28 H 2.642 3.704 2.025  0.0910
29 H 1.434 5.188 -1.297  0.0959
30 H 2.727 4.962 -0.080  0.1077
31 H 1.043 5.144 0.449  0.1138
32 H 1.193 -0.715 0.852  0.0637
33 H -0.016 2.748 -3.099  0.0827
34 C 2.712 0.371 -2.320  0.0527
35 H 2.344 -0.675 -2.379  0.1279
36 H 2.956 0.909 -1.367  0.1286
37 H 3.728 0.248 -2.694  0.1247
38 O 4.951 -2.259 -1.528  -0.0667
39 H 5.589 -1.981 -0.846  0.0503
40 H 4.300 -2.793 -1.042  0.0444
41 N -3.529 -4.595 6.589  0.1681
42 C -3.287 -3.816 5.752  -0.1685
43 C -2.987 -2.858 4.719  -0.2261
44 C -2.349 -3.276 3.544  -0.0020
45 C -2.044 -2.350 2.544  0.0148
46 C -2.398 -1.003 2.723  -0.1753
47 C -3.031 -0.575 3.896  0.0097
48 C -3.327 -1.509 4.893  -0.0029
49 N -2.042 -0.065 1.744  0.0131
50 C -2.049 1.322 1.836  -0.0121
51 C -1.436 1.791 0.711  -0.0955
52 N -1.004 0.723 -0.044  0.0584
53 C -1.494 -0.360 0.518  -0.0984
54 H -2.083 -4.326 3.413  0.1299
55 H -1.508 -2.668 1.650  0.1069
56 H -3.291 0.476 4.030  0.1097
57 H -3.822 -1.187 5.810  0.1299
58 H -2.454 1.853 2.682  0.1171
59 H -1.276 2.818 0.413  0.1165
60 H -1.555 -1.357 0.110  0.1216